Entry 1:
C17H21InN3O6Se as an isolated structure, computed with the ωB97M-V functional and the def2-TZVPD basis.

Output
electronic energy	-105249.8696	eV
maximum force	0.005	hartree/bohr
Kohn-Sham gap	8.143	eV
highest occupied orbital energy	-0.2173	hartree
LUMO	2.2288	eV

The geometry in ORCA input format:
```
! RIJCOSX wB97M-V def2-TZVPD def2/J DEFGRID3
* xyz -1 1
In -0.314 -0.915 0.366
N 0.511 1.342 0.068
C 1.033 1.754 1.379
C 1.710 0.590 2.118
O 2.555 0.842 2.975
N 1.266 -0.602 1.743
C 1.771 -1.802 2.365
C 1.268 -3.067 1.652
O 1.774 -4.136 1.936
O 0.294 -2.920 0.806
H -0.105 2.035 -0.353
H 1.288 1.206 -0.576
H 1.750 2.577 1.312
H 0.189 2.082 1.990
H 2.864 -1.821 2.390
H 1.434 -1.878 3.407
Se 0.071 -0.986 -2.283
C -1.061 -2.376 -2.673
N -1.808 -3.205 -2.962
C -6.462 -0.671 -0.006
C -5.369 0.076 -0.712
C -4.757 1.168 -0.120
C -3.679 1.814 -0.709
C -3.044 2.953 0.034
C -3.224 1.360 -1.958
C -2.031 1.929 -2.596
O -1.261 2.730 -2.099
C -3.867 0.279 -2.599
C -3.433 -0.247 -3.944
C -4.922 -0.346 -1.959
H -6.737 -0.178 0.924
H -6.128 -1.681 0.236
H -7.350 -0.756 -0.634
H -5.080 1.490 0.861
H -3.682 3.243 0.866
H -2.867 3.813 -0.612
H -2.081 2.655 0.449
H -1.834 1.581 -3.621
H -2.416 -0.641 -3.914
H -3.476 0.524 -4.713
H -4.088 -1.061 -4.246
H -5.393 -1.200 -2.433
C -3.036 -2.702 0.326
O -3.278 -1.615 1.221
C -2.300 -0.684 1.317
O -2.490 0.258 2.045
H -3.796 -3.449 0.548
H -2.051 -3.146 0.489
H -3.140 -2.377 -0.709
*
```

***

Entry 2:
C31H46Br2N3OPbS4 as an isolated structure at a distorted geometry, computed with the ωB97M-V functional and the def2-TZVPD basis.

Output
electronic energy	-228062.0926	eV
maximum force	0.035	hartree/bohr
Kohn-Sham gap	4.966	eV
highest occupied orbital energy	-0.5895	hartree
LUMO	-11.0747	eV

The geometry in ORCA input format:
```
! RIJCOSX wB97M-V def2-TZVPD def2/J DEFGRID3
* xyz 3 1
Pb 1.459 1.232 -0.713
C 0.309 4.771 -0.313
C 1.785 4.776 0.028
S 2.736 3.668 -1.101
C 4.368 3.526 -0.265
C 4.383 3.203 1.216
S 3.300 1.792 1.658
C 2.459 2.391 3.182
C 1.523 1.289 3.627
S 0.277 0.782 2.381
C -1.034 2.044 2.559
C -0.784 3.366 1.863
S -0.561 3.190 0.035
H 0.153 4.951 -1.378
H -0.213 5.551 0.247
H 1.965 4.447 1.049
H 2.185 5.781 -0.115
H 4.883 4.471 -0.440
H 4.867 2.740 -0.832
H 4.108 4.057 1.833
H 5.400 2.897 1.475
H 1.947 3.334 3.001
H 3.235 2.551 3.932
H 0.992 1.552 4.540
H 2.095 0.379 3.802
H -1.187 2.202 3.627
H -1.924 1.562 2.154
H 0.078 3.884 2.274
H -1.662 3.999 1.995
C -1.533 -6.442 1.466
C -2.206 -5.297 2.255
C -3.690 -5.614 2.412
C -1.561 -5.233 3.671
C -1.913 -3.987 1.611
C -0.568 -3.620 1.323
C -0.298 -2.433 0.729
Br 1.490 -1.944 0.352
C -1.320 -1.432 0.377
O -0.996 -0.337 -0.074
C -2.716 -1.858 0.648
C -2.922 -3.073 1.261
C -3.917 -1.045 0.251
C -4.738 -1.885 -0.760
C -3.622 0.300 -0.402
C -4.792 -0.797 1.501
H -1.777 -7.386 1.943
H -0.452 -6.361 1.426
H -1.920 -6.458 0.450
H -3.798 -6.578 2.899
H -4.188 -5.683 1.447
H -4.209 -4.884 3.030
H -1.724 -6.190 4.157
H -2.038 -4.455 4.261
H -0.494 -5.045 3.634
H 0.252 -4.278 1.567
H -3.936 -3.368 1.471
H -4.134 -2.123 -1.632
H -5.598 -1.305 -1.081
H -5.098 -2.811 -0.326
H -3.078 0.168 -1.332
H -3.049 0.956 0.246
H -4.560 0.794 -0.636
H -5.169 -1.720 1.927
H -5.647 -0.190 1.219
H -4.227 -0.269 2.266
Br 4.995 -0.290 -0.037
C 4.549 -0.376 -1.872
C 5.526 -0.801 -2.758
C 5.201 -0.889 -4.101
C 3.906 -0.569 -4.487
C 3.011 -0.150 -3.520
N 3.319 -0.019 -2.228
H 6.512 -1.050 -2.401
H 5.937 -1.206 -4.822
H 3.604 -0.632 -5.521
H 1.997 0.106 -3.781
C 2.123 2.939 -4.348
C 0.804 2.363 -4.000
N 0.431 1.825 -2.844
C -0.885 1.466 -2.992
C -1.304 1.781 -4.246
N -0.225 2.343 -4.863
H 2.906 2.545 -3.709
H 2.099 4.023 -4.237
H 2.369 2.723 -5.386
H -1.417 1.023 -2.180
H -2.246 1.652 -4.733
H -0.206 2.689 -5.813
*
```

***

Entry 3:
C17H24IrN6OS4 as an isolated structure at a distorted geometry, computed with the ωB97M-V functional and the def2-TZVPD basis.

Output
electronic energy	-75172.2620	eV
maximum force	0.083	hartree/bohr
<S²>	0.765
Kohn-Sham gap (alpha / beta)	7.260 / 5.907	eV
highest occupied orbital energy (alpha / beta)	-0.5265 / -0.5324	hartree
LUMO (alpha / beta)	-7.0662 / -8.5812	eV

The geometry in ORCA input format:
```
! RIJCOSX wB97M-V def2-TZVPD def2/J DEFGRID3
* xyz 2 2
Ir 0.079 -0.064 -0.056
N 0.317 -0.022 2.180
C 1.731 -0.243 2.522
C 2.567 0.634 1.635
N 2.250 0.305 0.231
H 0.038 0.920 2.447
H -0.284 -0.659 2.695
H 1.967 -1.289 2.323
H 1.937 -0.028 3.571
H 3.625 0.489 1.858
H 2.325 1.683 1.812
H 2.705 -0.566 -0.041
H 2.613 1.031 -0.382
S 0.643 0.101 -2.441
C 0.614 1.753 -2.727
C 0.741 2.174 -4.089
N 0.802 2.503 -5.188
C 0.450 2.719 -1.739
S 0.098 2.392 -0.130
C 0.589 4.101 -2.084
N 0.743 5.209 -2.346
O -1.995 -0.169 -0.283
S -3.032 -0.896 -1.168
C -2.494 -2.632 -1.104
C -2.985 -3.139 0.245
C -4.434 -2.677 0.320
C -4.431 -1.189 -0.033
H -1.413 -2.622 -1.228
H -2.965 -3.156 -1.938
H -2.403 -2.683 1.050
H -2.905 -4.223 0.327
H -4.867 -2.840 1.306
H -5.032 -3.234 -0.403
H -4.260 -0.542 0.827
H -5.337 -0.869 -0.545
N 0.697 -4.313 1.595
C 0.561 -4.036 0.302
S 1.060 -2.508 -0.357
N 0.086 -4.932 -0.547
C -0.163 -6.332 -0.372
C -0.714 -6.870 0.785
C -0.953 -8.236 0.855
C -0.651 -9.060 -0.217
C -0.112 -8.515 -1.375
C 0.125 -7.155 -1.455
H 1.183 -3.650 2.173
H 0.666 -5.272 1.915
H 0.106 -4.636 -1.515
H -1.025 -6.242 1.610
H -1.396 -8.651 1.750
H -0.851 -10.121 -0.155
H 0.118 -9.149 -2.219
H 0.543 -6.728 -2.360
*
```

***

Entry 4:
The molecule C21H27ClN3OP at a distorted geometry, computed with the ωB97M-V functional and the def2-TZVPD basis.

Output
electronic energy	-50528.4702	eV
maximum force	0.135	hartree/bohr
Kohn-Sham gap	6.207	eV
SMILES	C#CCCCc1c(CC=C)cc2nc(CCCCCN)cnc2c1P(O)Cl
highest occupied orbital energy	-0.2732	hartree
LUMO	-1.2260	eV

The geometry in ORCA input format:
```
! RIJCOSX wB97M-V def2-TZVPD def2/J DEFGRID3
* xyz 0 1
C -4.633 1.849 -1.287
C -3.958 2.952 -1.540
C -3.094 4.306 -1.617
C -2.303 4.500 -0.215
C -0.689 4.457 -0.455
C -0.011 3.051 -0.026
C 0.525 2.096 -1.178
C 0.411 2.393 -2.772
C -0.071 1.001 -3.493
C -1.435 0.463 -3.341
C 1.221 0.755 -0.759
C 1.422 0.264 0.760
N 2.116 -1.000 0.941
C 2.167 -1.304 2.351
C 2.870 -2.721 2.759
C 1.863 -3.986 2.504
C 1.523 -4.133 0.932
C 1.016 -5.596 0.478
C 0.837 -5.527 -1.155
N -0.533 -5.945 -1.607
C 1.616 -0.409 3.522
N 0.973 0.865 3.308
C 0.858 1.187 1.895
C 0.148 2.572 1.493
P -0.510 3.629 2.964
O -0.393 5.308 2.598
Cl -2.586 3.115 3.171
H -5.247 0.958 -0.919
H -2.418 4.233 -2.545
H -3.751 5.258 -1.774
H -2.523 5.530 0.289
H -2.598 3.625 0.471
H -0.539 4.689 -1.590
H -0.127 5.320 0.093
H 1.448 2.687 -3.194
H -0.389 3.167 -3.046
H 0.675 0.372 -4.124
H -2.242 0.639 -4.140
H -1.753 -0.177 -2.418
H 1.643 0.075 -1.602
H 3.730 -2.864 1.981
H 3.334 -2.709 3.809
H 0.889 -3.864 3.124
H 2.356 -4.964 2.856
H 2.478 -3.813 0.340
H 0.720 -3.336 0.640
H -0.020 -5.813 0.947
H 1.813 -6.390 0.727
H 0.988 -4.428 -1.492
H 1.658 -6.144 -1.704
H -1.207 -5.231 -1.239
H -0.542 -5.765 -2.639
H 1.760 -0.766 4.608
H 0.513 5.570 2.308
*
```

***

What did the second record say?
C31H46Br2N3OPbS4 as an isolated structure at a distorted geometry, computed with the ωB97M-V functional and the def2-TZVPD basis.

Output
electronic energy	-228062.0926	eV
maximum force	0.035	hartree/bohr
Kohn-Sham gap	4.966	eV
highest occupied orbital energy	-0.5895	hartree
LUMO	-11.0747	eV

The geometry in ORCA input format:
```
! RIJCOSX wB97M-V def2-TZVPD def2/J DEFGRID3
* xyz 3 1
Pb 1.459 1.232 -0.713
C 0.309 4.771 -0.313
C 1.785 4.776 0.028
S 2.736 3.668 -1.101
C 4.368 3.526 -0.265
C 4.383 3.203 1.216
S 3.300 1.792 1.658
C 2.459 2.391 3.182
C 1.523 1.289 3.627
S 0.277 0.782 2.381
C -1.034 2.044 2.559
C -0.784 3.366 1.863
S -0.561 3.190 0.035
H 0.153 4.951 -1.378
H -0.213 5.551 0.247
H 1.965 4.447 1.049
H 2.185 5.781 -0.115
H 4.883 4.471 -0.440
H 4.867 2.740 -0.832
H 4.108 4.057 1.833
H 5.400 2.897 1.475
H 1.947 3.334 3.001
H 3.235 2.551 3.932
H 0.992 1.552 4.540
H 2.095 0.379 3.802
H -1.187 2.202 3.627
H -1.924 1.562 2.154
H 0.078 3.884 2.274
H -1.662 3.999 1.995
C -1.533 -6.442 1.466
C -2.206 -5.297 2.255
C -3.690 -5.614 2.412
C -1.561 -5.233 3.671
C -1.913 -3.987 1.611
C -0.568 -3.620 1.323
C -0.298 -2.433 0.729
Br 1.490 -1.944 0.352
C -1.320 -1.432 0.377
O -0.996 -0.337 -0.074
C -2.716 -1.858 0.648
C -2.922 -3.073 1.261
C -3.917 -1.045 0.251
C -4.738 -1.885 -0.760
C -3.622 0.300 -0.402
C -4.792 -0.797 1.501
H -1.777 -7.386 1.943
H -0.452 -6.361 1.426
H -1.920 -6.458 0.450
H -3.798 -6.578 2.899
H -4.188 -5.683 1.447
H -4.209 -4.884 3.030
H -1.724 -6.190 4.157
H -2.038 -4.455 4.261
H -0.494 -5.045 3.634
H 0.252 -4.278 1.567
H -3.936 -3.368 1.471
H -4.134 -2.123 -1.632
H -5.598 -1.305 -1.081
H -5.098 -2.811 -0.326
H -3.078 0.168 -1.332
H -3.049 0.956 0.246
H -4.560 0.794 -0.636
H -5.169 -1.720 1.927
H -5.647 -0.190 1.219
H -4.227 -0.269 2.266
Br 4.995 -0.290 -0.037
C 4.549 -0.376 -1.872
C 5.526 -0.801 -2.758
C 5.201 -0.889 -4.101
C 3.906 -0.569 -4.487
C 3.011 -0.150 -3.520
N 3.319 -0.019 -2.228
H 6.512 -1.050 -2.401
H 5.937 -1.206 -4.822
H 3.604 -0.632 -5.521
H 1.997 0.106 -3.781
C 2.123 2.939 -4.348
C 0.804 2.363 -4.000
N 0.431 1.825 -2.844
C -0.885 1.466 -2.992
C -1.304 1.781 -4.246
N -0.225 2.343 -4.863
H 2.906 2.545 -3.709
H 2.099 4.023 -4.237
H 2.369 2.723 -5.386
H -1.417 1.023 -2.180
H -2.246 1.652 -4.733
H -0.206 2.689 -5.813
*
```

***

Number 3 is which compound? C17H24IrN6OS4